[1]
{
  "formula": "C7H10N",
  "method": "wB97M-V/def2-TZVPD",
  "lumo_energy_ev": -6.2,
  "spin_multiplicity": 1,
  "orbital_gap_ev": 7.68,
  "relative_energy_kcal_mol": 65.90,
  "charge": 1,
  "species": ["C", "C", "H", "C", "H", "C", "C", "H", "H", "N", "H", "H", "H", "H", "H", "C", "C", "H"],
  "coordinates": [[-0.89401, 0.25630, 0.41824], [0.56976, -1.42749, -0.18882], [3.02115, -0.07833, -0.94007], [0.50257, 0.01274, -0.23533], [1.54071, -1.95707, -0.20064], [-0.61429, -1.98065, 0.04625], [-1.58409, 1.66716, -0.05821], [0.15439, 0.47976, -1.18796], [-2.26938, 2.17959, 0.59895], [1.57272, 0.61826, 0.35306], [-0.68167, 2.37389, -0.15105], [3.58915, 0.83274, 0.66484], [-0.60984, 0.27433, 1.46675], [-0.85826, -3.04535, -0.24646], [-2.63092, -1.00717, 0.37301], [2.79972, 0.46082, -0.00887], [-1.52956, -0.99529, 0.28112], [-2.07814, 1.33575, -0.98480]],
  "lowdin_charge": [-0.260, 0.082, 0.098, -0.356, 0.161, -0.009, 0.022, 0.205, 0.072, 0.029, 0.113, 0.101, 0.187, 0.168, 0.170, 0.052, 0.080, 0.087]
}



[2]
{
  "formula": "C8H16ClGaINOP",
  "method": "wB97M-V/def2-TZVPD",
  "lumo_energy_ev": 2.7,
  "spin_multiplicity": 1,
  "orbital_gap_ev": 6.66,
  "charge": -1,
  "species": ["H", "C", "H", "H", "H", "H", "I", "H", "C", "H", "H", "N", "O", "H", "H", "H", "H", "C", "C", "Cl", "C", "H", "C", "Ga", "C", "P", "H", "H", "C", "H"],
  "coordinates": [[3.33879, -1.76006, -5.40661], [-0.68392, -0.10479, -0.66729], [-1.18547, -0.90204, -1.20196], [-0.50345, 1.76838, 1.77249], [-1.39678, 0.64548, -0.33913], [4.30483, -0.44431, -3.24282], [-2.59273, 1.02509, 5.01785], [-0.76140, 2.50703, 3.35286], [2.96003, -1.71532, -4.39961], [-1.51915, 3.97312, 1.42683], [-2.76494, 3.59266, 2.63854], [1.82254, -2.38859, -4.04075], [1.43006, 0.24071, 1.12336], [-2.73448, 2.75063, 1.09303], [2.59413, -1.00267, -1.20141], [1.44143, 0.27590, 2.09499], [-3.06542, 0.94136, 2.40364], [1.55590, -2.17261, -2.71397], [-1.25527, 2.08223, 2.48947], [-3.01805, -2.26762, 1.77450], [-2.11133, 0.87725, 2.91152], [1.26671, -2.95292, -4.65528], [-2.11653, 3.18256, 1.87256], [-1.29160, -0.95463, 2.49591], [3.42344, -1.06246, -3.28693], [0.24750, -0.92865, 0.70851], [0.70269, -2.61865, -2.23265], [0.00574, 0.37324, -1.35616], [2.52930, -1.35120, -2.21912], [-0.62258, -1.60913, 3.78762]],
  "lowdin_charge": [0.095, -0.368, 0.012, 0.057, 0.006, 0.083, 0.637, 0.061, -0.162, 0.063, 0.061, -0.008, -0.455, 0.062, 0.069, 0.010, -0.006, -0.144, -0.430, -0.074, -0.857, 0.136, -0.130, -0.155, -0.116, 0.643, 0.099, 0.017, -0.115, -0.090]
}



[3]
{
  "formula": "C26H26F4N8OTb",
  "method": "wB97M-V/def2-TZVPD",
  "lumo_energy_ev": [-10.1, -10.1],
  "spin_multiplicity": 7,
  "s2": 12.673,
  "orbital_gap_ev": [6.07, 6.08],
  "relative_energy_kcal_mol": 0.00,
  "charge": 3,
  "species": ["F", "H", "H", "H", "C", "C", "H", "N", "H", "Tb", "H", "C", "F", "C", "H", "F", "H", "H", "C", "H", "C", "H", "C", "N", "C", "H", "C", "H", "C", "H", "C", "H", "N", "C", "H", "N", "N", "C", "C", "C", "C", "C", "C", "C", "H", "H", "C", "N", "C", "C", "H", "H", "H", "C", "H", "F", "H", "C", "H", "C", "H", "O", "N", "N", "H", "C"],
  "coordinates": [[-19.62702, -6.72319, 0.58254], [-23.95580, -4.87677, 8.22129], [-15.70868, -4.12806, 10.17401], [-22.18364, -0.29502, 8.77153], [-21.73933, -2.43349, 8.66488], [-15.40029, -4.99135, 9.50396], [-18.42252, -0.98637, 8.77587], [-19.20131, -5.62104, 10.61145], [-16.98754, -9.02888, 8.00646], [-18.56711, -5.18587, 8.25497], [-19.29986, -8.30183, 8.64743], [-19.65373, -4.63943, 5.01884], [-19.19705, -5.97556, 2.97130], [-18.39112, -6.79260, 11.11303], [-16.22097, -7.03922, 11.33344], [-22.12525, -2.79451, -0.20071], [-14.89801, -4.92896, 7.44219], [-21.55095, -4.54349, 8.48997], [-21.38606, -3.52765, 0.59038], [-18.71859, -7.69840, 10.55584], [-20.10891, -5.58432, 0.93580], [-19.82257, -0.49883, 7.75548], [-16.18435, -7.19134, 8.72841], [-20.93676, -1.69669, 5.67571], [-20.25546, -2.26362, 8.65807], [-17.44045, -8.83163, 9.56236], [-20.65665, -2.47490, 4.92657], [-14.49371, -3.40821, 8.42286], [-20.16159, -3.62785, 4.16532], [-24.46565, -0.53159, 7.95870], [-23.55411, -3.89917, 8.21290], [-19.97163, -0.32168, 9.35295], [-18.59319, -7.73374, 8.21064], [-21.13348, -2.99959, 1.85264], [-19.02239, -4.80587, 11.21405], [-22.62188, -4.14972, -3.04765], [-16.54220, -5.96826, 9.48548], [-21.91105, -4.44681, -2.17364], [-16.92136, -6.30485, 10.91063], [-19.52895, -1.00031, 8.65339], [-20.44511, -3.90107, 2.80561], [-22.23387, -3.69485, 8.46056], [-15.21243, -4.22174, 8.25002], [-24.40142, -2.81971, 8.11891], [-16.81120, -5.40757, 11.51963], [-16.74887, -2.75406, 8.46466], [-22.57284, -1.30436, 8.61066], [-20.78481, -7.63968, -1.87580], [-23.89938, -1.48821, 8.21446], [-20.95120, -4.75575, 0.09821], [-15.86115, -6.89450, 7.69502], [-16.49990, -3.04769, 6.99936], [-18.70455, -8.07879, 7.25694], [-21.21967, -5.20805, -1.17602], [-15.33217, -7.70722, 9.14395], [-21.66719, -1.89263, 2.20984], [-20.16844, -5.80084, 10.83457], [-20.90725, -6.55159, -1.57551], [-14.52746, -5.44165, 10.01550], [-17.29987, -8.23416, 8.67376], [-18.55449, -6.96081, 12.16865], [-19.56627, -3.31439, 8.60927], [-16.51939, -3.61413, 7.86298], [-19.32301, -5.30823, 5.91549], [-25.50662, -2.96224, 7.97383], [-19.97363, -5.14963, 2.19729]],
  "mulliken_spin": [0.000, 0.000, -0.001, 0.000, 0.001, -0.002, 0.000, 0.002, 0.000, 5.991, 0.001, -0.009, 0.000, 0.000, -0.001, 0.000, -0.001, 0.007, 0.001, -0.001, 0.001, 0.000, 0.002, 0.000, -0.004, -0.001, 0.001, 0.000, -0.002, 0.000, 0.000, 0.000, -0.002, -0.002, 0.001, 0.000, -0.001, 0.000, 0.001, -0.001, -0.001, -0.003, 0.003, 0.000, -0.001, 0.001, 0.000, 0.000, 0.000, 0.001, 0.003, -0.001, 0.000, 0.002, -0.001, 0.000, 0.001, -0.001, 0.000, 0.003, -0.001, 0.005, -0.001, 0.011, 0.000, -0.001]
}



[4]
{
  "formula": "CHNO2PS",
  "method": "wB97M-V/def2-TZVPD",
  "lumo_energy_ev": 3.7,
  "spin_multiplicity": 1,
  "orbital_gap_ev": 8.50,
  "relative_energy_kcal_mol": 4.47,
  "charge": -1,
  "species": ["H", "N", "C", "O", "S", "P", "O"],
  "coordinates": [[-1.05868, 0.02084, 1.06171], [1.67812, 1.62968, 0.72931], [1.02616, 0.86476, 0.10225], [-1.45834, 0.18238, 0.21828], [0.18021, -2.13368, 0.43410], [-0.16781, -0.39291, -0.52569], [-0.19967, -0.17108, -2.01996]],
  "lowdin_charge": [-0.018, 0.031, -0.321, -0.258, 0.064, -0.061, -0.436]
}



Repeat the second record exactly.
{
  "formula": "C8H16ClGaINOP",
  "method": "wB97M-V/def2-TZVPD",
  "lumo_energy_ev": 2.7,
  "spin_multiplicity": 1,
  "orbital_gap_ev": 6.66,
  "charge": -1,
  "species": ["H", "C", "H", "H", "H", "H", "I", "H", "C", "H", "H", "N", "O", "H", "H", "H", "H", "C", "C", "Cl", "C", "H", "C", "Ga", "C", "P", "H", "H", "C", "H"],
  "coordinates": [[3.33879, -1.76006, -5.40661], [-0.68392, -0.10479, -0.66729], [-1.18547, -0.90204, -1.20196], [-0.50345, 1.76838, 1.77249], [-1.39678, 0.64548, -0.33913], [4.30483, -0.44431, -3.24282], [-2.59273, 1.02509, 5.01785], [-0.76140, 2.50703, 3.35286], [2.96003, -1.71532, -4.39961], [-1.51915, 3.97312, 1.42683], [-2.76494, 3.59266, 2.63854], [1.82254, -2.38859, -4.04075], [1.43006, 0.24071, 1.12336], [-2.73448, 2.75063, 1.09303], [2.59413, -1.00267, -1.20141], [1.44143, 0.27590, 2.09499], [-3.06542, 0.94136, 2.40364], [1.55590, -2.17261, -2.71397], [-1.25527, 2.08223, 2.48947], [-3.01805, -2.26762, 1.77450], [-2.11133, 0.87725, 2.91152], [1.26671, -2.95292, -4.65528], [-2.11653, 3.18256, 1.87256], [-1.29160, -0.95463, 2.49591], [3.42344, -1.06246, -3.28693], [0.24750, -0.92865, 0.70851], [0.70269, -2.61865, -2.23265], [0.00574, 0.37324, -1.35616], [2.52930, -1.35120, -2.21912], [-0.62258, -1.60913, 3.78762]],
  "lowdin_charge": [0.095, -0.368, 0.012, 0.057, 0.006, 0.083, 0.637, 0.061, -0.162, 0.063, 0.061, -0.008, -0.455, 0.062, 0.069, 0.010, -0.006, -0.144, -0.430, -0.074, -0.857, 0.136, -0.130, -0.155, -0.116, 0.643, 0.099, 0.017, -0.115, -0.090]
}